1.
{
  "formula": "C22H27AlN2O2",
  "method": "ωB97M-V/def2-TZVPD",
  "homo_lumo_gap_ev": [6.163, 5.910],
  "total_charge": 0,
  "total_energy_ha": -1356.712633,
  "multiplicity": 1,
  "symbols": ["Al", "C", "C", "C", "C", "C", "C", "C", "C", "N", "C", "C", "C", "C", "N", "C", "C", "C", "C", "C", "C", "C", "C", "H", "H", "H", "H", "H", "H", "H", "H", "H", "H", "H", "H", "H", "H", "H", "H", "H", "H", "H", "H", "H", "H", "H", "H", "C", "C", "O", "H", "H", "H", "O"],
  "positions_angstrom": [[0.583, 0.490, 0.846], [-1.273, 3.471, 0.485], [-0.533, 3.462, -0.827], [-0.340, 4.683, -1.498], [0.326, 4.723, -2.719], [0.813, 3.552, -3.291], [0.636, 2.313, -2.651], [1.222, 1.080, -3.290], [-0.051, 2.269, -1.412], [-0.139, 1.193, -0.735], [-1.010, 0.043, -1.129], [-1.900, 0.118, -2.356], [-1.023, -1.203, -0.234], [-1.835, -2.436, -0.614], [-0.197, -1.206, 1.000], [-0.165, -2.193, 1.815], [-1.261, -2.498, 2.661], [-2.572, -1.757, 2.637], [-1.122, -3.524, 3.614], [0.071, -4.226, 3.732], [1.151, -3.917, 2.912], [1.050, -2.899, 1.946], [2.244, -2.616, 1.073], [-1.609, 4.492, 0.762], [-0.618, 3.114, 1.302], [-2.170, 2.819, 0.413], [-0.706, 5.609, -1.074], [0.470, 5.671, -3.223], [1.339, 3.615, -4.236], [1.758, 1.321, -4.232], [0.440, 0.344, -3.542], [1.949, 0.612, -2.592], [-1.821, 1.092, -2.881], [-2.960, -0.003, -2.050], [-1.636, -0.686, -3.073], [-2.376, -2.324, -1.570], [-2.588, -2.672, 0.159], [-1.145, -3.300, -0.715], [-2.594, -0.937, 1.892], [-2.756, -1.301, 3.631], [-3.400, -2.462, 2.412], [-1.946, -3.770, 4.272], [0.163, -5.011, 4.472], [2.070, -4.478, 3.028], [3.090, -3.299, 1.297], [2.607, -1.585, 1.234], [1.965, -2.752, 0.004], [3.132, 1.213, -0.306], [2.544, 0.346, 0.713], [2.071, -0.351, 1.534], [4.219, 1.093, -0.337], [2.911, 2.263, -0.097], [2.735, 0.972, -1.296], [0.188, 1.432, 2.135]]
}


2.
{
  "formula": "C27H32N3O8Si2V",
  "method": "ωB97M-V/def2-TZVPD",
  "homo_lumo_gap_ev": [5.930, 6.290],
  "total_charge": -1,
  "total_energy_ha": -3337.568668,
  "multiplicity": 4,
  "e_above_lowest_kj_mol": 0.0,
  "s2": 3.79,
  "symbols": ["V", "O", "C", "O", "C", "C", "C", "C", "C", "N", "C", "O", "O", "H", "H", "H", "H", "H", "C", "Si", "C", "C", "N", "C", "C", "C", "C", "C", "C", "N", "Si", "C", "C", "C", "H", "H", "H", "H", "H", "H", "H", "H", "H", "H", "H", "H", "H", "H", "H", "H", "H", "H", "H", "H", "H", "H", "O", "C", "O", "C", "C", "C", "C", "O", "C", "O", "C", "C", "H", "H", "H", "H", "H"],
  "positions_angstrom": [[-0.095, 0.674, 0.192], [2.192, -0.450, -3.147], [1.730, -0.103, -1.924], [0.504, 0.167, -1.784], [2.640, -0.055, -0.849], [4.017, -0.407, -0.813], [4.645, -0.440, 0.402], [3.929, -0.166, 1.599], [2.603, 0.204, 1.470], [2.017, 0.356, 0.297], [1.618, 0.492, 2.552], [2.001, 0.470, 3.821], [0.479, 0.831, 2.276], [1.422, -0.424, -3.728], [4.537, -0.655, -1.727], [5.692, -0.709, 0.457], [4.411, -0.280, 2.560], [2.883, 0.085, 3.877], [-4.261, -0.686, -1.232], [-3.279, -0.372, 0.350], [-2.636, -2.069, 0.800], [-4.425, 0.033, 1.795], [-2.072, 0.865, 0.121], [-2.488, 2.183, -0.138], [-3.818, 2.591, -0.289], [-4.170, 3.907, -0.557], [-3.171, 4.856, -0.686], [-1.845, 4.480, -0.538], [-1.462, 3.163, -0.251], [-0.157, 2.720, -0.080], [1.260, 3.706, -0.080], [2.349, 3.413, 1.434], [1.058, 5.593, -0.030], [2.287, 3.463, -1.635], [-4.973, -1.501, -1.071], [-3.564, -1.004, -2.013], [-4.806, 0.177, -1.609], [-3.508, -2.722, 0.909], [-2.090, -2.072, 1.744], [-1.987, -2.490, 0.033], [-5.084, -0.819, 1.986], [-5.041, 0.920, 1.665], [-3.812, 0.184, 2.687], [-4.608, 1.865, -0.206], [-5.214, 4.176, -0.667], [-3.414, 5.889, -0.906], [-1.084, 5.233, -0.654], [1.737, 3.289, 2.331], [2.988, 4.288, 1.579], [3.005, 2.550, 1.340], [0.486, 5.939, 0.833], [0.605, 6.006, -0.933], [2.066, 6.010, 0.051], [2.680, 2.454, -1.738], [3.135, 4.154, -1.632], [1.676, 3.679, -2.515], [1.203, -2.033, 2.252], [0.635, -2.234, 1.169], [0.025, -1.378, 0.450], [0.693, -3.619, 0.565], [1.169, -4.682, 1.318], [1.238, -5.977, 0.794], [0.818, -6.138, -0.502], [0.805, -7.290, -1.255], [0.180, -6.936, -2.487], [0.024, -5.525, -2.522], [0.349, -5.080, -1.257], [0.268, -3.809, -0.758], [1.493, -4.480, 2.330], [1.604, -6.813, 1.374], [-0.803, -7.417, -2.547], [0.814, -7.254, -3.318], [-0.104, -2.973, -1.335]]
}


3.
{
  "formula": "C4H8N2O2",
  "method": "ωB97M-V/def2-TZVPD",
  "homo_lumo_gap_ev": 9.246,
  "total_charge": 0,
  "total_energy_ha": -417.102525,
  "smiles": "C=C(NC)C(=O)ON",
  "multiplicity": 1,
  "e_above_lowest_kj_mol": 402.8,
  "symbols": ["C", "N", "C", "C", "N", "C", "O", "O", "H", "H", "H", "H", "H", "H", "H", "H"],
  "positions_angstrom": [[2.454, 0.200, -0.012], [1.151, 0.231, -0.650], [-0.311, -0.258, 1.137], [-0.032, -0.532, -0.312], [-2.403, 0.887, 0.486], [-0.910, -0.958, -1.223], [-1.636, 0.159, 1.486], [0.449, -0.615, 2.034], [1.205, 0.348, -1.662], [-3.299, 0.399, 0.543], [-2.549, 1.784, 0.951], [2.827, 1.218, 0.129], [3.162, -0.335, -0.654], [2.461, -0.295, 0.958], [-1.896, -1.300, -0.931], [-0.674, -0.933, -2.281]]
}


4.
{
  "formula": "C10H13NO3",
  "method": "ωB97M-V/def2-TZVPD",
  "homo_lumo_gap_ev": 7.967,
  "total_charge": 0,
  "total_energy_ha": -669.154999,
  "smiles": "C[C@@H]1[N+]([O-])=C(c2ccco2)OC1(C)C",
  "multiplicity": 1,
  "e_above_lowest_kj_mol": 522.5,
  "symbols": ["C", "C", "C", "C", "C", "C", "C", "C", "C", "C", "N", "O", "O", "O", "H", "H", "H", "H", "H", "H", "H", "H", "H", "H", "H", "H", "H"],
  "positions_angstrom": [[3.769, -1.262, 1.704], [2.701, -1.426, 0.800], [3.383, -0.356, 2.716], [1.734, -0.527, 1.281], [0.504, -0.172, 0.689], [-1.513, 0.698, 0.167], [-1.192, -0.275, -0.940], [-1.945, 2.145, -0.366], [-0.592, 0.307, -2.277], [-2.282, -1.288, -1.299], [-0.307, 0.802, 0.999], [-0.051, 1.689, 1.843], [2.151, 0.069, 2.386], [-0.166, -1.073, -0.396], [4.759, -1.571, 1.622], [2.761, -1.875, -0.183], [3.754, 0.019, 3.664], [-2.346, 0.329, 0.705], [-1.183, 2.762, -0.637], [-2.428, 2.738, 0.388], [-2.456, 1.918, -1.281], [-0.383, -0.457, -2.975], [0.295, 0.731, -1.984], [-1.337, 0.843, -2.801], [-2.583, -1.297, -2.312], [-3.129, -1.226, -0.476], [-1.920, -2.244, -1.034]]
}


5.
{
  "formula": "C5H11N3",
  "method": "ωB97M-V/def2-TZVPD",
  "homo_lumo_gap_ev": 8.673,
  "total_charge": 0,
  "total_energy_ha": -361.247989,
  "smiles": "CC[C@@H]1CC=NN1N",
  "multiplicity": 1,
  "e_above_lowest_kj_mol": 371.3,
  "symbols": ["C", "C", "C", "C", "C", "N", "N", "N", "H", "H", "H", "H", "H", "H", "H", "H", "H", "H", "H"],
  "positions_angstrom": [[-1.947, -0.070, -1.964], [-0.945, 1.039, -1.480], [0.015, 0.362, -0.498], [1.222, -0.042, 1.754], [0.262, 0.842, 0.944], [-1.664, -1.200, -1.404], [-0.722, -1.112, -0.426], [0.044, -2.289, -0.172], [-2.632, 0.216, -2.747], [-0.426, 1.438, -2.347], [-1.604, 1.902, -0.961], [0.809, 0.255, -1.078], [1.005, -1.168, 1.758], [1.247, 0.322, 2.847], [2.277, 0.263, 1.365], [0.510, 1.957, 0.757], [-0.689, 0.907, 1.394], [0.944, -2.060, -0.592], [-0.398, -3.011, -0.721]]
}


6.
{
  "formula": "C21H24N4O4S2",
  "method": "ωB97M-V/def2-TZVPD",
  "homo_lumo_gap_ev": 8.133,
  "total_charge": 0,
  "total_energy_ha": -2131.033049,
  "smiles": "CC(=O)N[C@@H](Cc1c[nH]c2ccccc12)C(=O)N1CCN(S(=O)(=O)c2cccs2)CC1",
  "multiplicity": 1,
  "e_above_lowest_kj_mol": 41.7,
  "symbols": ["C", "C", "O", "N", "H", "C", "C", "O", "N", "C", "H", "C", "N", "S", "O", "O", "C", "C", "C", "C", "S", "H", "H", "H", "C", "C", "H", "H", "H", "H", "H", "H", "H", "H", "C", "C", "C", "N", "C", "C", "C", "C", "C", "C", "H", "H", "H", "H", "H", "H", "H", "H", "H", "H", "H"],
  "positions_angstrom": [[-3.814, 2.709, -0.325], [-2.706, 1.928, 0.345], [-2.540, 1.886, 1.547], [-1.912, 1.264, -0.523], [-2.030, 1.350, -1.522], [-0.837, 0.406, -0.094], [0.319, 0.586, -1.071], [0.100, 0.960, -2.211], [1.571, 0.304, -0.645], [1.977, -0.217, 0.640], [1.135, -0.274, 1.325], [2.591, -1.615, 0.459], [3.626, -1.623, -0.542], [5.210, -1.575, -0.063], [6.006, -1.855, -1.216], [5.318, -2.388, 1.108], [5.562, 0.100, 0.420], [6.051, 1.104, -0.359], [6.212, 2.308, 0.361], [5.844, 2.185, 1.664], [5.304, 0.596, 2.045], [5.864, 2.935, 2.429], [6.586, 3.217, -0.074], [6.293, 0.968, -1.396], [3.267, -1.010, -1.797], [2.673, 0.386, -1.586], [2.281, 0.782, -2.524], [3.432, 1.068, -1.187], [4.171, -0.974, -2.404], [2.528, -1.648, -2.295], [3.041, -1.970, 1.387], [1.811, -2.320, 0.148], [2.725, 0.463, 1.066], [-0.594, 0.712, 0.928], [-1.292, -1.079, -0.109], [-2.562, -1.215, 0.662], [-2.695, -1.396, 2.008], [-4.014, -1.362, 2.359], [-4.765, -1.128, 1.245], [-6.138, -0.987, 1.094], [-6.620, -0.753, -0.176], [-5.760, -0.668, -1.275], [-4.398, -0.809, -1.132], [-3.881, -1.038, 0.143], [-3.744, -0.744, -1.989], [-6.180, -0.487, -2.254], [-7.683, -0.633, -0.330], [-6.803, -1.055, 1.942], [-4.366, -1.421, 3.299], [-1.934, -1.553, 2.749], [-0.511, -1.705, 0.325], [-1.451, -1.382, -1.146], [-4.283, 3.365, 0.402], [-4.558, 2.009, -0.702], [-3.427, 3.295, -1.155]]
}


Question: What is the formula in the fifth record?
Answer: C5H11N3